Record 1
The following is a DFT calculation (ωB97M-V with the def2-TZVPD basis set) of a molecular structure, C4H5NO.

Atoms and positions in Å:
1 N 1.548 -0.208 0.213
2 C 0.230 0.266 0.130
3 C 0.482 1.735 0.199
4 O -0.770 -0.041 1.220
5 C -1.518 -0.634 0.228
6 C -0.707 -0.467 -0.814
7 H 2.063 0.119 1.018
8 H 1.696 -1.184 -0.008
9 H 0.166 2.177 -0.766
10 H -2.500 -1.038 0.443
11 H -0.691 -0.725 -1.862

Calculated values
Molar mass   83.09 g/mol
F_max   0.3 eV/Å
Orbital gap (alpha / beta)   8.15 / 8.15 eV
ΔE to the lowest compared entry with this formula, charge and spin   136.2 kcal per mole
Multiplicity   1
Highest occupied orbital energy (alpha / beta)   -8.72 / -8.72 eV
LUMO energy (alpha / beta)   -0.57 / -0.57 eV

---

Record 2
The following is a DFT calculation (ωB97M-V with the def2-TZVPD basis set) of a molecular structure, C39H48BrIN5NaO2 in a non-equilibrium geometry.

Atoms and positions in Å:
1 Na -1.241 0.332 -0.376
2 C 0.358 1.753 3.081
3 C -1.010 1.831 2.434
4 C -1.402 3.013 1.791
5 C -0.397 4.131 1.587
6 C -2.719 3.169 1.344
7 C -3.184 4.539 0.883
8 C -3.604 2.083 1.381
9 C -5.005 2.213 0.814
10 C -3.192 0.872 1.956
11 C -4.127 -0.316 2.037
12 C -1.909 0.758 2.517
13 C -1.530 -0.524 3.225
14 H 1.114 1.344 2.400
15 H 0.335 1.125 3.971
16 H 0.696 2.741 3.394
17 H -0.369 4.830 2.430
18 H -0.630 4.707 0.691
19 H 0.609 3.729 1.463
20 H -3.070 4.706 -0.196
21 H -2.618 5.323 1.383
22 H -4.233 4.699 1.128
23 H -5.757 2.292 1.605
24 H -5.267 1.345 0.206
25 H -5.113 3.091 0.178
26 H -3.810 -1.110 1.349
27 H -5.156 -0.054 1.803
28 H -4.122 -0.748 3.039
29 H -2.010 -0.587 4.207
30 H -0.456 -0.612 3.376
31 H -1.850 -1.396 2.650
32 C -4.044 1.508 -2.749
33 C -3.870 0.007 -2.408
34 N -2.465 -0.329 -2.203
35 C -1.586 -0.104 -3.357
36 C -0.220 0.416 -2.899
37 N -0.328 1.663 -2.126
38 C -0.690 2.840 -2.906
39 C -2.216 3.236 -2.854
40 N -3.071 2.354 -2.084
41 H -5.068 1.799 -2.505
42 H -3.946 1.641 -3.828
43 H -4.343 -0.581 -3.206
44 H -4.401 -0.229 -1.480
45 H -2.369 -1.278 -1.856
46 H -2.043 0.635 -4.023
47 H -1.432 -1.010 -3.948
48 H 0.426 0.530 -3.779
49 H 0.241 -0.331 -2.247
50 H 0.554 1.817 -1.646
51 H -0.405 2.693 -3.954
52 H -0.100 3.681 -2.541
53 H -2.586 3.292 -3.881
54 H -2.289 4.251 -2.458
55 H -3.431 2.786 -1.252
56 O -1.295 -1.821 0.101
57 C -0.139 -1.726 0.560
58 N 0.512 -2.736 1.218
59 C 1.760 -2.261 1.785
60 C 1.795 -0.830 1.133
61 O 2.734 -0.065 1.283
62 N 0.629 -0.595 0.471
63 C 2.974 -3.085 1.338
64 C 4.239 -2.804 1.860
65 C 5.344 -3.538 1.456
66 C 5.207 -4.566 0.527
67 C 3.958 -4.843 -0.002
68 C 2.850 -4.100 0.398
69 C 1.689 -2.185 3.315
70 C 2.153 -1.086 4.030
71 C 2.060 -1.059 5.419
72 C 1.506 -2.127 6.108
73 C 1.055 -3.235 5.399
74 C 1.150 -3.260 4.017
75 H 0.019 -3.554 1.524
76 H 4.355 -2.004 2.582
77 H 6.319 -3.308 1.871
78 H 6.073 -5.134 0.211
79 H 3.840 -5.618 -0.749
80 H 1.881 -4.303 -0.042
81 H 2.586 -0.248 3.498
82 H 2.421 -0.192 5.960
83 H 1.431 -2.103 7.187
84 H 0.633 -4.083 5.926
85 H 0.809 -4.143 3.484
86 Br 2.909 -3.741 -5.036
87 C 3.650 -2.008 -5.188
88 C 3.959 -1.561 -6.465
89 C 4.501 -0.300 -6.648
90 C 4.736 0.518 -5.551
91 C 4.428 0.070 -4.275
92 C 3.884 -1.197 -4.080
93 I 3.447 -1.771 -2.127
94 H 3.770 -2.207 -7.313
95 H 4.742 0.040 -7.648
96 H 5.164 1.504 -5.685
97 H 4.611 0.703 -3.413

Calculated values
Molar mass   848.64 g/mol
F_max   1.2 eV/Å
Orbital gap   8.57 eV
ΔE to the lowest compared entry with this formula, charge and spin   9.2 kcal per mole
Multiplicity   1
Highest occupied orbital energy   -8.36 eV
LUMO energy   0.21 eV

---

Record 3
The following is a DFT calculation (ωB97M-V with the def2-TZVPD basis set) of a gas-phase ion, C3H9N4 (charge +1) in a non-equilibrium geometry.

Atoms and positions in Å:
1 C 1.666 -0.582 -0.416
2 C 0.375 -1.286 0.171
3 C 0.088 0.969 -0.054
4 N -1.903 -0.669 -0.240
5 N 1.504 0.759 -0.008
6 N -0.639 -0.328 -0.190
7 N -2.793 0.171 -0.131
8 H 2.572 -1.104 0.089
9 H 1.747 -0.745 -1.506
10 H 0.117 -2.202 -0.372
11 H 0.435 -1.465 1.232
12 H -0.023 1.354 1.002
13 H -0.325 1.769 -0.688
14 H 1.781 0.847 0.924
15 H -2.503 1.145 -0.122
16 H -3.801 -0.090 -0.295

Calculated values
Structure (SMILES)   [NH2+]=NN1CCNC1
Molar mass   101.13 g/mol
F_max   4.9 eV/Å
Orbital gap   9.20 eV
ΔE to the lowest compared entry with this formula, charge and spin   88.3 kcal per mole
Net charge   +1
Multiplicity   1
Highest occupied orbital energy   -13.90 eV
LUMO energy   -4.70 eV

---

Record 4
The following is a DFT calculation (ωB97M-V with the def2-TZVPD basis set) of a single C7H12 molecule in a non-equilibrium geometry.

Atoms and positions in Å:
1 C 1.302 2.001 0.997
2 C 1.007 0.671 0.306
3 C -0.241 -0.053 0.853
4 C -0.659 -0.998 -0.226
5 C -1.832 -1.918 -0.132
6 C -0.108 -0.445 -1.443
7 C 0.700 0.725 -1.174
8 H 0.442 2.674 0.913
9 H 1.527 1.858 2.061
10 H 2.163 2.500 0.539
11 H 1.885 0.006 0.473
12 H -0.146 -0.459 1.867
13 H -1.058 0.712 0.871
14 H 0.744 -1.215 -1.347
15 H -2.771 -1.343 -0.041
16 H -1.788 -2.576 0.744
17 H -1.930 -2.545 -1.025
18 H -0.592 -0.653 -2.399
19 H 1.479 1.024 -1.875

Calculated values
Molar mass   96.17 g/mol
F_max   2.1 eV/Å
Orbital gap (alpha / beta)   7.10 / 8.50 eV
ΔE to the lowest compared entry with this formula, charge and spin   81.0 kcal per mole
Multiplicity   1
Highest occupied orbital energy (alpha / beta)   -6.58 / -7.43 eV
LUMO energy (alpha / beta)   0.52 / 1.07 eV

---

Record 5
The following is a DFT calculation (ωB97M-V with the def2-TZVPD basis set) of a single C22H32N2O molecule.

Atoms and positions in Å:
1 C 4.857 2.630 -0.771
2 C 3.657 1.868 -0.290
3 C 3.722 1.076 0.837
4 C 2.586 0.382 1.251
5 C 1.383 0.500 0.512
6 C 1.314 1.301 -0.622
7 C 2.454 1.972 -1.004
8 H 2.428 2.601 -1.883
9 H 0.398 1.400 -1.186
10 N 0.422 -0.263 1.125
11 C 0.994 -0.870 2.222
12 C 2.306 -0.502 2.333
13 C 3.207 -0.986 3.420
14 C 2.577 -2.205 4.095
15 C 1.115 -1.927 4.439
16 H 0.710 -2.739 5.046
17 H 1.059 -1.007 5.024
18 C 0.274 -1.768 3.169
19 H -0.705 -1.353 3.425
20 H 0.102 -2.750 2.713
21 H 3.131 -2.455 5.001
22 H 2.630 -3.062 3.420
23 H 4.189 -1.241 3.011
24 H 3.358 -0.190 4.158
25 C -0.879 -0.529 0.580
26 H -1.317 0.391 0.185
27 H -1.528 -0.922 1.364
28 C -0.806 -1.555 -0.567
29 O -0.419 -2.828 -0.098
30 H 0.444 -2.740 0.325
31 C -2.181 -1.709 -1.226
32 N -2.708 -0.434 -1.669
33 C -2.126 0.007 -2.925
34 C -2.547 1.442 -3.224
35 C -4.068 1.543 -3.318
36 C -4.517 2.980 -3.562
37 H -5.601 3.034 -3.633
38 H -4.093 3.361 -4.488
39 H -4.194 3.622 -2.746
40 C -4.660 0.986 -2.024
41 C -4.157 -0.431 -1.768
42 H -4.567 -0.798 -0.824
43 H -4.509 -1.098 -2.576
44 H -5.750 0.980 -2.076
45 H -4.360 1.622 -1.190
46 H -4.409 0.921 -4.155
47 H -2.084 1.770 -4.157
48 H -2.194 2.090 -2.419
49 H -1.039 -0.046 -2.846
50 H -2.437 -0.650 -3.759
51 H -2.098 -2.443 -2.044
52 H -2.852 -2.128 -0.473
53 H -0.069 -1.199 -1.303
54 H 4.641 0.993 1.399
55 H 5.713 2.456 -0.124
56 H 4.648 3.700 -0.789
57 H 5.121 2.327 -1.784

Calculated values
Structure (SMILES)   Cc1ccc2c(c1)c1c(n2C[C@@H](O)CN2CCC(C)CC2)CCCC1
Molar mass   340.51 g/mol
F_max   0.6 eV/Å
Orbital gap   8.31 eV
ΔE to the lowest compared entry with this formula, charge and spin   0.4 kcal per mole
Multiplicity   1
Highest occupied orbital energy   -7.48 eV
LUMO energy   0.83 eV

---

Record 6
The following is a DFT calculation (ωB97M-V with the def2-TZVPD basis set) of a single C22H28N2O10S molecule in a non-equilibrium geometry.

Atoms and positions in Å:
1 C 2.788 -1.329 6.297
2 H 2.963 -0.354 6.755
3 H 2.200 -1.940 6.984
4 H 3.731 -1.816 6.062
5 O 2.100 -1.177 5.062
6 C 0.904 -0.583 5.124
7 O 0.407 -0.189 6.144
8 C 0.258 -0.486 3.753
9 C -0.027 -1.887 3.201
10 H 0.905 -2.452 3.148
11 C -0.635 -1.772 1.806
12 N 0.267 -1.051 0.927
13 C 0.868 -1.707 -0.076
14 O 0.645 -2.882 -0.320
15 C 1.879 -0.943 -0.936
16 H 2.693 -0.530 -0.330
17 H 2.289 -1.659 -1.656
18 O 1.251 0.101 -1.679
19 C 1.789 1.318 -1.638
20 O 2.767 1.610 -1.002
21 C 0.939 2.287 -2.449
22 N -0.182 2.661 -1.582
23 S -1.690 2.420 -2.327
24 O -1.566 2.645 -3.746
25 O -2.647 3.199 -1.604
26 C -1.969 0.695 -1.992
27 C -1.489 -0.280 -2.841
28 C -1.685 -1.621 -2.531
29 C -2.423 -1.962 -1.385
30 C -2.901 -0.958 -0.547
31 C -2.657 0.370 -0.837
32 H -3.022 1.165 -0.209
33 H -3.479 -1.251 0.314
34 O -2.713 -3.250 -1.067
35 C -2.437 -4.177 -2.099
36 C -1.099 -3.851 -2.755
37 H -0.866 -4.552 -3.557
38 O -1.159 -2.566 -3.353
39 H -0.311 -3.864 -1.993
40 H -2.419 -5.162 -1.630
41 H -3.236 -4.138 -2.851
42 H -0.973 -0.022 -3.751
43 C 0.046 4.032 -1.145
44 H -0.913 4.488 -0.906
45 H 0.690 4.019 -0.262
46 C 0.754 4.707 -2.331
47 O -0.129 5.145 -3.320
48 H -0.677 4.404 -3.628
49 H 1.309 5.596 -2.022
50 C 1.686 3.579 -2.812
51 H 2.633 3.614 -2.273
52 H 1.872 3.656 -3.881
53 H 0.544 1.764 -3.321
54 C 0.532 0.296 1.378
55 H -0.421 0.838 1.409
56 C 1.163 0.267 2.773
57 H 2.131 -0.236 2.725
58 H 1.323 1.290 3.115
59 H 1.192 0.823 0.697
60 H -1.581 -1.226 1.855
61 H -0.809 -2.758 1.374
62 H -0.718 -2.419 3.857
63 H -0.684 0.057 3.880

Calculated values
Structure (SMILES)   COC(=O)C1CCN(C(=O)COC(=O)[C@@H]2C[C@@H](O)CN2S(=O)(=O)c2ccc3c(c2)OCCO3)CC1
Molar mass   512.54 g/mol
F_max   1.1 eV/Å
Orbital gap   9.30 eV
ΔE to the lowest compared entry with this formula, charge and spin   0.0 kcal per mole
Multiplicity   1
Highest occupied orbital energy   -8.79 eV
LUMO energy   0.51 eV

---

Record 7
The following is a DFT calculation (ωB97M-V with the def2-TZVPD basis set) of a molecular structure, C23H34ErN7OS.

Atoms and positions in Å:
1 Er 0.061 1.821 0.421
2 C -0.012 -0.432 4.612
3 C -0.161 0.043 3.205
4 N 0.641 0.805 2.558
5 C 1.938 1.242 3.053
6 C 2.963 0.789 2.018
7 N 2.588 1.284 0.669
8 C 2.604 0.208 -0.342
9 C 2.346 0.776 -1.732
10 N 1.331 1.845 -1.662
11 C 0.410 1.921 -2.808
12 C -0.645 0.822 -2.752
13 N -1.067 0.600 -1.373
14 C -2.059 -0.176 -1.132
15 C -2.928 -0.829 -2.154
16 C -2.273 -0.543 0.305
17 C -3.273 -1.410 0.741
18 C -3.283 -1.791 2.073
19 C -2.294 -1.322 2.928
20 C -1.334 -0.456 2.415
21 N -1.343 -0.075 1.136
22 H 0.732 0.129 5.169
23 H 0.259 -1.489 4.626
24 H -0.963 -0.337 5.137
25 H 2.193 0.855 4.042
26 H 1.931 2.338 3.112
27 H 3.006 -0.302 1.991
28 H 3.956 1.144 2.300
29 H 3.256 2.003 0.401
30 H 1.824 -0.517 -0.078
31 H 3.551 -0.346 -0.336
32 H 1.995 -0.029 -2.380
33 H 3.267 1.169 -2.177
34 H 1.807 2.743 -1.607
35 H 0.943 1.874 -3.764
36 H -0.073 2.901 -2.759
37 H -0.261 -0.131 -3.135
38 H -1.479 1.118 -3.396
39 H -2.905 -0.314 -3.110
40 H -3.961 -0.884 -1.824
41 H -2.566 -1.849 -2.295
42 H -4.011 -1.798 0.059
43 H -4.042 -2.466 2.440
44 H -2.268 -1.635 3.959
45 N -3.340 4.538 0.968
46 C -2.130 4.020 0.802
47 O -1.993 2.769 0.779
48 C -0.942 4.939 0.683
49 C 0.329 4.204 0.261
50 H -4.136 3.933 1.090
51 H -3.474 5.536 0.995
52 H -0.835 5.401 1.673
53 H -1.235 5.766 0.023
54 H 1.172 4.608 0.839
55 H 0.554 4.470 -0.787
56 S 0.217 -2.490 -0.715
57 C 0.853 -3.862 -1.492
58 N 0.432 -4.201 -2.734
59 C 0.853 -5.281 -3.436
60 C 1.779 -6.122 -2.898
61 C 2.261 -5.827 -1.605
62 C 1.815 -4.731 -0.923
63 H -0.268 -3.596 -3.143
64 H 0.407 -5.408 -4.410
65 H 2.117 -6.982 -3.452
66 H 2.990 -6.478 -1.143
67 H 2.172 -4.504 0.069

Calculated values
Expectation value of S²   3.753
Molar mass   623.90 g/mol
F_max   0.7 eV/Å
Orbital gap (alpha / beta)   6.83 / 6.85 eV
ΔE to the lowest compared entry with this formula, charge and spin   15.7 kcal per mole
Net charge   +2
Multiplicity   4
Highest occupied orbital energy (alpha / beta)   -12.68 / -12.68 eV
LUMO energy (alpha / beta)   -5.84 / -5.83 eV

---

Record 8
The following is a DFT calculation (ωB97M-V with the def2-TZVPD basis set) of a molecular structure, C12H10ClF3O2Tb in a non-equilibrium geometry.

Atoms and positions in Å:
1 C -2.366 -1.253 -0.531
2 C -1.665 -1.425 -1.770
3 C -1.417 -0.133 -2.318
4 H -1.452 -2.380 -2.255
5 C -1.885 0.844 -1.408
6 C -2.469 0.168 -0.287
7 H -3.066 0.643 0.499
8 H -2.798 -2.043 0.097
9 H -1.006 0.078 -3.306
10 H -1.895 1.928 -1.566
11 Tb -0.215 -0.708 0.386
12 Cl 0.385 -2.989 1.162
13 C 2.605 -0.159 -0.176
14 C 2.181 1.077 -0.769
15 C 1.676 0.790 -2.064
16 H 2.318 2.070 -0.332
17 C 1.760 -0.617 -2.280
18 C 2.331 -1.210 -1.117
19 H 2.594 -2.261 -0.983
20 H 3.165 -0.256 0.756
21 H 1.307 1.522 -2.776
22 H 1.463 -1.134 -3.183
23 F -1.075 0.990 4.981
24 C -0.160 1.332 4.045
25 F -0.105 2.687 3.972
26 F 1.059 0.865 4.446
27 C -0.407 0.696 2.616
28 O -1.322 -0.159 2.420
29 O 0.459 1.037 1.743

Calculated values
Expectation value of S²   12.684
Molar mass   437.58 g/mol
F_max   3.7 eV/Å
Orbital gap (alpha / beta)   6.77 / 6.80 eV
Net charge   -1
Multiplicity   7
Highest occupied orbital energy (alpha / beta)   -3.91 / -3.93 eV
LUMO energy (alpha / beta)   2.87 / 2.87 eV

---

Record 9
The following is a DFT calculation (ωB97M-V with the def2-TZVPD basis set) of 2 unconnected molecules or ions with the total composition C24H30N3O in a non-equilibrium geometry.

Atoms and positions in Å:
1 C 3.808 1.254 0.589
2 N 3.176 2.033 1.607
3 C 2.462 3.226 1.210
4 C 0.941 3.100 1.280
5 C 0.427 1.983 2.145
6 N -0.945 1.894 2.221
7 C -1.725 2.609 1.223
8 C -3.224 2.391 1.342
9 O -3.556 1.077 1.791
10 C -3.014 0.827 3.093
11 C -1.490 0.898 3.104
12 C 1.248 1.155 2.860
13 C 2.715 1.433 2.845
14 H 4.609 0.632 1.028
15 H 3.093 0.587 0.058
16 H 4.244 1.944 -0.154
17 H 2.775 4.033 1.895
18 H 2.799 3.493 0.200
19 H 0.581 4.068 1.646
20 H 0.582 2.998 0.250
21 H -1.544 3.692 1.302
22 H -1.435 2.297 0.200
23 H -3.646 3.156 2.021
24 H -3.688 2.457 0.353
25 H -3.396 1.555 3.842
26 H -3.345 -0.195 3.345
27 H -1.120 -0.100 2.826
28 H -1.165 1.081 4.140
29 H 0.884 0.373 3.550
30 H 3.354 0.573 3.098
31 H 2.895 2.219 3.612
32 C 1.778 -1.816 2.768
33 C 0.567 -1.438 3.534
34 N 0.523 -1.733 4.873
35 C -0.579 -2.243 5.595
36 C -1.734 -2.872 5.130
37 C -2.611 -3.407 6.096
38 C -2.340 -3.317 7.463
39 C -1.153 -2.720 7.922
40 C -0.263 -2.212 6.970
41 C 1.052 -1.659 7.106
42 C 1.549 -1.417 5.795
43 C 2.820 -0.934 5.567
44 C 3.585 -0.568 6.688
45 C 3.085 -0.755 7.992
46 C 1.829 -1.327 8.207
47 H 1.454 -2.219 1.796
48 H 2.395 -0.937 2.526
49 H 2.402 -2.565 3.277
50 H -0.393 -1.666 3.057
51 H -1.931 -2.941 4.062
52 H -3.529 -3.905 5.773
53 H -3.041 -3.723 8.193
54 H -0.894 -2.650 8.970
55 H 3.204 -0.870 4.548
56 H 4.573 -0.139 6.533
57 H 3.699 -0.461 8.837
58 H 1.426 -1.516 9.206

Calculated values
Molar mass   376.52 g/mol
F_max   4.8 eV/Å
Orbital gap   5.42 eV
ΔE to the lowest compared entry with this formula, charge and spin   75.1 kcal per mole
Net charge   +1
Multiplicity   1
Highest occupied orbital energy   -10.39 eV
LUMO energy   -4.98 eV

---

Record 10
The following is a DFT calculation (ωB97M-V with the def2-TZVPD basis set) of a gas-phase ion, CH3NO3P (charge -1) in a non-equilibrium geometry.

Atoms and positions in Å:
1 C 1.003 -0.773 -0.300
2 N -1.003 -0.105 1.246
3 O 0.507 2.036 0.243
4 O 2.185 -0.921 0.008
5 O -1.240 0.700 -1.297
6 P -0.136 0.682 0.092
7 H 0.350 -1.540 -0.901
8 H -0.500 0.231 2.102
9 H -1.166 -0.310 -1.194

Calculated values
Expectation value of S²   2.014
Molar mass   108.01 g/mol
F_max   4.6 eV/Å
Orbital gap (alpha / beta)   5.82 / 6.36 eV
ΔE to the lowest compared entry with this formula, charge and spin   24.1 kcal per mole
Net charge   -1
Multiplicity   3
Highest occupied orbital energy (alpha / beta)   -1.60 / -4.31 eV
LUMO energy (alpha / beta)   4.22 / 2.04 eV